Entry from the Open Molecules 2025 dataset: a gas-phase ion, C4H7N2 (charge +1) (ωB97M-V/def2-TZVPD).

Output
- relative energy (zero: lowest compared OMol25 entry of this formula, charge and spin) (kcal/mol) = 99.4
- <S²> = 2.010
- charge = +1
- LUMO energy (spin up / spin down) (eV) = -3.980 / -9.076
- spin multiplicity = 3

Each line ends with the Mulliken spin population.
Atoms and positions in Å:
C  1.01  1.88  0.04  0.418
C  -0.74  -0.19  -0.02  0.384
C  -2.22  -0.05  0.07  0.051
C  1.52  -1.00  0.04  0.025
N  -0.03  1.44  -0.03  0.161
N  0.15  -0.97  0.03  0.786
H  2.10  2.16  -0.18  0.016
H  -2.69  0.73  0.63  -0.004
H  -2.67  -1.12  0.22  0.008
H  -2.29  0.12  -1.04  0.014
H  2.02  -1.36  -0.92  -0.001
H  1.95  -1.67  0.94  0.057
H  1.90  0.03  0.22  0.085



Entry from the Open Molecules 2025 dataset: 2 unconnected molecules or ions with the total composition C4H7N2 (ωB97M-V/def2-TZVPD).

Output
- relative energy (zero: lowest compared OMol25 entry of this formula, charge and spin) (kcal/mol) = 121.0
- <S²> = 2.011
- charge = +1
- LUMO energy (spin up / spin down) (eV) = -4.189 / -9.133
- spin multiplicity = 3

Each line ends with the Mulliken spin population.
Atoms and positions in Å:
C  2.89  -2.80  -0.06  0.550
C  2.15  -2.44  -0.94  0.691
C  1.32  -1.73  -1.90  0.062
C  -0.47  -0.45  -0.70  0.487
N  -1.49  1.78  1.90  0.001
N  0.35  -0.86  -1.40  0.109
H  3.52  -3.26  0.60  -0.018
H  1.91  -1.23  -2.72  0.014
H  0.74  -2.66  -2.39  0.068
H  -1.28  0.10  -0.20  0.034
H  -1.82  1.46  2.78  0.000
H  -2.20  2.38  1.51  0.000
H  -0.44  1.93  1.82  0.000



Entry from the Open Molecules 2025 dataset: a gas-phase ion, C4H7N2O (charge +1) (ωB97M-V/def2-TZVPD).

Output
- relative energy (zero: lowest compared OMol25 entry of this formula, charge and spin) (kcal/mol) = 133.9
- SMILES = O=[N+]1CC=NCC1
- charge = +1
- LUMO energy (spin up / spin down) (eV) = -7.115 / -7.114
- spin multiplicity = 1

Each line ends with the natural charge from an NBO analysis.
Atoms and positions in Å:
C  0.07  -0.05  1.52  0.173
C  -1.37  0.00  0.62  -0.323
C  0.06  0.18  -1.21  -0.296
C  1.39  0.25  -0.45  -0.247
N  -0.76  -0.66  -0.40  0.269
N  1.16  -0.09  0.92  -0.298
O  -0.27  -1.78  -0.23  -0.184
H  -0.07  -0.06  2.68  0.291
H  -2.05  -0.59  1.18  0.279
H  -1.78  1.01  0.31  0.277
H  -0.49  1.16  -1.44  0.249
H  0.27  -0.30  -2.11  0.275
H  2.05  -0.38  -0.99  0.258
H  1.79  1.33  -0.41  0.277



Entry from the Open Molecules 2025 dataset: a gas-phase ion, C4H7N2O (charge +1) (ωB97M-V/def2-TZVPD).

Output
- relative energy (zero: lowest compared OMol25 entry of this formula, charge and spin) (kcal/mol) = 61.4
- SMILES = [NH2+]=C1NC[C@@H]1C=O
- charge = +1
- LUMO energy (eV) = -3.941
- spin multiplicity = 1

Each line ends with the natural charge from an NBO analysis.
Atoms and positions in Å:
C  -0.55  -0.74  0.02  0.592
C  1.96  0.29  0.20  0.401
C  -0.35  1.28  -0.45  -0.230
C  0.55  0.51  0.49  -0.314
N  -1.27  0.16  -0.66  -0.505
N  -0.75  -1.99  0.26  -0.736
O  2.46  0.31  -0.86  -0.424
H  2.51  0.18  1.17  0.123
H  -0.87  2.17  0.05  0.230
H  -0.12  1.79  -1.39  0.260
H  0.36  0.64  1.63  0.272
H  -2.08  0.12  -1.15  0.427
H  -0.39  -2.33  1.11  0.453
H  -1.47  -2.38  -0.42  0.451



Entry from the Open Molecules 2025 dataset: a gas-phase ion, C4H7N2O (charge +1) (ωB97M-V/def2-TZVPD).

Output
- relative energy (zero: lowest compared OMol25 entry of this formula, charge and spin) (kcal/mol) = 48.3
- SMILES = N[C@@H]1C=[NH+]CC1=O
- charge = +1
- LUMO energy (eV) = -5.204
- spin multiplicity = 1

Each line ends with the natural charge from an NBO analysis.
Atoms and positions in Å:
C  -0.73  -0.08  0.90  0.606
C  0.27  -1.42  0.87  -0.359
C  -0.02  0.86  -0.04  -0.263
C  0.87  -0.04  -0.83  0.281
N  0.89  -1.27  -0.48  -0.412
N  -0.79  1.67  -0.87  -0.806
O  -1.67  0.10  1.61  -0.405
H  1.11  -1.28  1.55  0.257
H  -0.29  -2.39  0.93  0.268
H  0.45  1.53  0.66  0.289
H  1.28  0.47  -1.67  0.260
H  1.24  -2.07  -1.12  0.477
H  -1.72  1.37  -1.19  0.406
H  -0.90  2.55  -0.31  0.399



Entry from the Open Molecules 2025 dataset: 2 unconnected molecules or ions with the total composition C4H7N2O (ωB97M-V/def2-TZVPD).

Output
- relative energy (zero: lowest compared OMol25 entry of this formula, charge and spin) (kcal/mol) = 46.4
- <S²> = 2.010
- charge = +1
- LUMO energy (spin up / spin down) (eV) = -2.928 / -8.484
- spin multiplicity = 3

Each line ends with the Mulliken spin population.
Atoms and positions in Å:
C  -1.18  0.99  0.19  -0.012
C  -2.29  0.86  1.01  0.048
C  -1.09  -0.97  1.10  0.043
C  2.18  0.02  -1.29  0.039
N  -0.47  -0.17  0.26  0.204
N  1.81  -0.74  -0.12  1.506
O  -2.21  -0.42  1.55  0.005
H  -1.13  1.90  -0.47  0.005
H  -3.19  1.44  1.16  0.000
H  -0.84  -1.98  1.26  0.000
H  1.68  1.06  -1.05  0.034
H  3.32  0.15  -1.12  0.063
H  1.93  -0.47  -2.27  0.062
H  1.50  -1.66  -0.20  0.001



Entry from the Open Molecules 2025 dataset: a molecular structure, C4H7N2O2 (ωB97M-V/def2-TZVPD).

Output
- relative energy (zero: lowest compared OMol25 entry of this formula, charge and spin) (kcal/mol) = 56.5
- <S²> = 2.014
- charge = +1
- LUMO energy (spin up / spin down) (eV) = -3.844 / -8.231
- spin multiplicity = 3

Each line ends with the Mulliken spin population.
Atoms and positions in Å:
C  1.28  -0.79  1.85  -0.012
C  -1.14  -0.34  -1.03  0.326
C  0.59  0.34  1.12  0.344
C  0.13  -0.38  -0.74  0.331
N  -2.01  0.74  -1.13  0.459
N  1.06  0.60  -0.25  0.001
O  2.28  -1.12  1.31  0.149
O  -0.19  1.08  1.68  0.408
H  1.02  -1.39  2.74  0.001
H  -1.59  -1.33  -1.15  0.020
H  0.55  -1.38  -0.81  0.008
H  -3.02  0.56  -1.26  -0.023
H  2.00  0.23  -0.51  0.006
H  0.89  1.50  -0.66  -0.002
H  -1.84  1.69  -1.16  -0.015



Entry from the Open Molecules 2025 dataset: a molecular structure, C4H7N2P (ωB97M-V/def2-TZVPD).

Output
- relative energy (zero: lowest compared OMol25 entry of this formula, charge and spin) (kcal/mol) = 56.0
- LUMO energy (eV) = 0.080
- spin multiplicity = 1

Each line ends with the natural charge from an NBO analysis.
Atoms and positions in Å:
C  0.67  1.32  1.46  -0.345
C  0.45  0.12  0.90  0.030
C  0.80  -1.18  1.57  -0.623
C  -1.10  0.90  -2.20  -0.407
N  -0.14  0.00  -0.31  -0.293
N  -0.49  1.11  -0.90  -0.410
P  -0.27  2.64  -0.29  0.521
H  1.07  1.72  2.35  0.209
H  -0.10  -1.67  1.92  0.223
H  1.47  -1.01  2.41  0.214
H  1.28  -1.84  0.85  0.227
H  -0.32  0.78  -2.96  0.215
H  -1.70  0.00  -2.17  0.229
H  -1.71  1.76  -2.46  0.212